Entry 1:
DFT (wB97M-V/def2-TZVPD) results for C6H14O3Pt as an isolated structure at a distorted geometry.

Properties
<S²>: 2.01
Net charge: +2
E_tot in a.u.: -581.09579
Spin multiplicity: 3
Orbital gap (alpha / beta) in eV: 6.84 / 7.73
ΔE to the lowest compared entry with this formula, charge and spin in kJ/mol: 242.6

Each line ends with the Löwdin charge.
Positions of all 24 atoms, in Å:
H1 -1.31 1.18 -1.63  0.031
C1 -2.13 0.47 -2.13  -0.044
H2 -2.41 -0.59 -2.01  0.031
H3 -1.91 0.56 -3.20  0.040
H4 -3.05 1.00 -1.83  0.041
C2 0.79 2.46 -0.57  0.228
O1 1.63 1.67 -0.08  0.003
C3 1.54 1.26 1.33  -0.037
C4 1.80 -0.22 1.43  -0.118
O2 0.99 -0.98 0.55  -0.399
C5 0.02 -1.91 1.06  -0.115
C6 -1.16 -1.91 0.09  -0.244
O3 -0.78 -1.84 -1.25  -0.241
H5 0.01 2.90 0.07  0.160
H6 1.06 2.88 -1.55  0.165
H7 0.55 1.54 1.70  0.157
H8 2.32 1.82 1.85  0.176
H9 1.59 -0.54 2.46  0.170
H10 2.84 -0.43 1.14  0.162
H11 -0.31 -1.62 2.07  0.156
H12 0.52 -2.89 1.13  0.159
H13 -1.76 -1.01 0.33  0.143
H14 -1.77 -2.80 0.31  0.164
Pt1 0.92 -0.98 -1.28  1.213

***

Entry 2:
DFT (wB97M-V/def2-TZVPD) results for C41H48BiI2N5OSb as an isolated structure at a distorted geometry.

Properties
Net charge: +1
E_tot in a.u.: -2989.97362
Orbital gap in eV: 5.36
ΔE to the lowest compared entry with this formula, charge and spin in kJ/mol: 321.9

Each line ends with the Löwdin charge.
Positions of all 99 atoms, in Å:
Bi1 10.19 11.50 17.03  1.870
I1 10.55 9.19 24.82  0.816
C1 10.04 9.83 22.84  -0.682
C2 8.68 9.88 22.43  -0.208
C3 8.39 9.89 21.10  -0.651
I2 6.47 9.86 20.34  0.988
C4 9.43 10.17 20.13  -0.457
O1 9.20 9.98 18.85  -0.350
C5 10.71 10.55 20.65  -0.184
C6 11.87 10.88 19.71  -0.144
N1 11.60 12.10 18.88  -0.180
C7 11.15 13.25 19.70  -0.133
C8 9.70 13.55 19.69  -0.255
C9 9.14 14.55 20.51  0.023
C10 7.71 14.63 20.66  -0.008
C11 7.02 13.78 19.84  -0.074
C12 7.62 12.99 18.86  -0.147
N2 8.97 12.91 18.71  -0.051
C13 11.03 10.33 21.98  -0.123
H1 7.91 9.83 23.20  0.092
H2 12.76 11.11 20.30  0.131
H3 12.14 10.06 19.02  0.119
H4 12.39 12.36 18.35  0.087
H5 11.43 12.98 20.77  0.155
H6 11.66 14.18 19.46  0.144
H7 9.81 15.13 21.15  0.128
H8 7.27 15.31 21.38  0.122
H9 5.93 13.71 19.87  0.118
H10 7.02 12.50 18.08  0.113
H11 11.98 10.62 22.38  0.095
N3 13.06 16.93 8.24  0.171
C14 12.87 16.36 9.26  -0.178
C15 12.64 15.57 10.40  -0.238
C16 12.24 14.22 10.28  0.009
C17 11.80 13.58 11.42  -0.002
C18 12.03 14.18 12.66  -0.193
C19 12.59 15.45 12.76  -0.006
C20 12.90 16.19 11.62  0.007
C21 11.68 13.47 13.92  -0.014
C22 12.62 12.67 14.73  -0.275
C23 14.05 12.84 14.76  -0.015
C24 14.57 11.82 15.58  -0.076
C25 13.45 11.07 15.96  -0.216
N4 12.27 11.52 15.43  -0.106
C26 10.41 13.80 14.45  -0.276
C27 9.32 14.51 13.88  -0.016
C28 8.49 15.01 14.89  -0.047
C29 9.08 14.57 16.08  -0.150
N5 10.18 13.77 15.86  -0.091
H12 12.10 13.83 9.27  0.134
H13 11.26 12.63 11.34  0.106
H14 12.65 15.92 13.75  0.138
H15 13.38 17.15 11.61  0.123
H16 14.64 13.62 14.27  0.112
H17 15.62 11.57 15.80  0.105
H18 13.40 10.19 16.61  0.096
H19 9.15 14.66 12.82  0.124
H20 7.51 15.50 14.78  0.116
H21 8.83 14.77 17.10  0.084
C30 10.93 9.70 12.09  -0.106
C31 9.42 9.43 12.45  -0.643
C32 8.77 8.34 11.58  -0.120
C33 8.59 10.73 12.58  -0.161
Sb1 9.30 8.70 14.68  1.499
C34 7.07 8.44 15.76  -0.593
C35 7.37 7.59 16.96  -0.126
C36 6.76 9.91 16.05  -0.158
C37 6.43 7.82 14.55  -0.172
C38 10.70 6.98 15.12  -0.725
C39 10.69 6.82 16.63  -0.155
C40 10.12 5.66 14.60  -0.128
C41 12.08 7.35 14.52  -0.109
H22 11.06 10.37 11.23  0.064
H23 11.32 8.77 11.69  0.064
H24 11.56 10.05 12.93  0.061
H25 8.77 8.71 10.53  0.096
H26 7.72 8.26 11.81  0.053
H27 9.36 7.41 11.66  0.074
H28 8.61 11.20 11.53  0.110
H29 8.91 11.44 13.33  0.030
H30 7.51 10.43 12.78  0.074
H31 8.17 8.00 17.62  0.065
H32 7.63 6.57 16.61  0.078
H33 6.50 7.51 17.62  0.077
H34 7.43 10.16 16.89  0.003
H35 5.77 10.17 16.48  0.097
H36 6.97 10.54 15.14  0.065
H37 6.93 6.86 14.22  0.091
H38 6.33 8.54 13.72  0.061
H39 5.37 7.52 14.77  0.093
H40 9.79 6.43 17.05  0.050
H41 11.01 7.70 17.20  0.065
H42 11.43 6.01 16.82  0.098
H43 9.20 5.40 15.09  0.061
H44 10.86 4.87 14.74  0.088
H45 10.05 5.69 13.49  0.081
H46 12.40 8.36 14.78  0.041
H47 12.08 7.32 13.42  0.072
H48 12.82 6.61 14.96  0.104

***

Entry 3:
DFT (wB97M-V/def2-TZVPD) results for C30H29BN6O4S2W as an isolated structure.

Properties
<S²>: 2.02
E_tot in a.u.: -2678.62110
Spin multiplicity: 3
Orbital gap (alpha / beta) in eV: 6.57 / 7.49
ΔE to the lowest compared entry with this formula, charge and spin in kJ/mol: 5.7

Each line ends with the Löwdin charge.
Positions of all 73 atoms, in Å:
W1 0.22 -0.07 -0.37  1.432
O1 1.61 0.09 -1.87  -0.364
C1 2.89 -0.21 -1.78  -0.339
C2 3.55 -0.63 -2.94  -0.014
C3 4.89 -0.96 -2.93  -0.079
C4 5.64 -0.87 -1.75  -0.098
C5 5.01 -0.43 -0.61  -0.046
C6 3.65 -0.10 -0.58  -0.148
C7 3.10 0.40 0.65  -0.043
N1 1.85 0.57 0.86  -0.116
N2 1.48 1.13 2.07  0.102
C8 0.22 1.48 2.02  -0.443
O2 -0.52 1.35 0.96  -0.262
C9 -0.42 2.05 3.23  -0.144
C10 -1.79 2.25 3.23  -0.025
C11 -2.42 2.79 4.34  -0.077
C12 -1.67 3.14 5.46  -0.088
C13 -0.29 2.94 5.46  -0.080
C14 0.33 2.40 4.35  -0.025
H1 2.98 -0.68 -3.85  0.113
H2 5.37 -1.29 -3.85  0.104
H3 6.69 -1.13 -1.75  0.098
H4 5.58 -0.33 0.31  0.111
H5 3.78 0.67 1.46  0.135
H6 -2.36 1.97 2.35  0.112
H7 -3.49 2.94 4.34  0.102
H8 -2.16 3.56 6.33  0.101
H9 0.29 3.20 6.33  0.102
H10 1.40 2.23 4.33  0.108
C15 2.12 -4.09 -0.42  0.016
C16 1.18 -3.05 0.12  -0.318
O3 1.16 -1.97 -0.51  -0.142
C17 0.37 -3.29 1.27  -0.095
C18 0.41 -4.54 1.93  -0.034
C19 -0.33 -4.79 3.05  -0.089
C20 -1.15 -3.76 3.56  -0.063
C21 -1.21 -2.54 2.96  0.008
C22 -0.46 -2.26 1.79  -0.305
O4 -0.57 -1.09 1.27  -0.234
H11 2.72 -3.64 -1.20  0.088
H12 1.55 -4.93 -0.84  0.101
H13 2.77 -4.49 0.36  0.092
H14 1.04 -5.33 1.53  0.107
H15 -0.30 -5.75 3.53  0.100
H16 -1.74 -3.95 4.45  0.108
H17 -1.83 -1.74 3.34  0.121
C23 -0.88 4.22 0.17  -0.026
N3 -1.97 3.43 -0.37  -0.115
C24 -3.30 3.59 -0.05  -0.046
C25 -3.98 2.70 -0.80  -0.056
N4 -3.08 2.02 -1.59  0.015
B1 -3.67 1.11 -2.76  -0.431
N5 -2.56 0.31 -3.50  -0.025
C26 -2.21 0.51 -4.82  -0.055
C27 -1.20 -0.34 -5.11  -0.036
N6 -0.96 -1.08 -3.97  -0.100
C28 0.05 -2.11 -3.81  -0.019
C29 -1.79 -0.65 -3.00  -0.719
S1 -1.79 -1.22 -1.37  0.696
C30 -1.86 2.46 -1.30  -0.627
S2 -0.33 1.90 -1.91  0.735
H18 -1.13 4.51 1.19  0.093
H19 -0.72 5.11 -0.44  0.097
H20 0.02 3.62 0.17  0.058
H21 -3.63 4.30 0.69  0.123
H22 -5.04 2.50 -0.86  0.124
H23 -4.48 0.37 -2.27  0.071
H24 -4.16 1.86 -3.58  0.076
H25 -2.70 1.25 -5.42  0.120
H26 -0.65 -0.51 -6.02  0.119
H27 0.41 -2.39 -4.79  0.095
H28 -0.39 -2.97 -3.32  0.086
H29 0.87 -1.74 -3.19  0.057

***

Entry 4:
DFT (wB97M-V/def2-TZVPD) results for C20H17N6O2SSn as an isolated structure at a distorted geometry.

Properties
Net charge: +3
E_tot in a.u.: -1862.62070
Orbital gap (alpha / beta) in eV: 4.06 / 4.12
ΔE to the lowest compared entry with this formula, charge and spin in kJ/mol: 0.0

Each line ends with the Löwdin charge.
Positions of all 47 atoms, in Å:
Sn1 -1.81 1.33 0.22  1.204
N1 -1.48 2.63 4.57  0.224
C1 -1.43 2.48 3.27  -0.786
S1 -2.81 2.36 2.32  0.659
N2 -0.12 2.45 2.79  0.099
N3 -0.01 2.27 1.50  -0.125
C2 1.20 2.52 1.04  0.050
C3 1.56 2.10 -0.27  -0.166
C4 2.80 2.16 -0.82  0.157
C5 3.06 1.51 -2.13  -0.096
C6 1.61 0.83 -3.66  -0.054
C7 0.22 0.79 -2.97  -0.016
N4 0.54 1.42 -1.01  -0.035
H1 -2.37 2.69 5.05  0.156
H2 -0.63 2.73 5.11  0.162
H3 1.93 2.99 1.69  0.168
H4 3.61 2.61 -0.26  0.164
H5 4.12 1.37 -2.27  0.168
H6 1.65 0.39 -4.65  0.176
H7 -0.64 0.41 -3.51  0.186
O1 -2.54 -6.60 2.62  0.176
C8 -2.75 -5.32 2.90  -0.468
O2 -3.42 -4.99 3.83  0.162
C9 -2.13 -4.22 2.05  -0.075
C10 -2.44 -2.91 2.40  0.032
C11 -1.92 -1.87 1.68  -0.026
C12 -1.07 -2.10 0.59  -0.260
C13 -0.76 -3.41 0.23  0.011
C14 -1.29 -4.46 0.97  0.030
N5 -0.58 -0.95 -0.10  0.015
C15 0.37 -1.05 -0.95  -0.011
C16 0.85 0.15 -1.70  -0.224
C17 2.24 0.20 -2.41  -0.040
C18 2.39 2.15 -3.43  -0.112
C19 1.56 3.38 -3.25  0.059
C20 0.40 3.31 -2.61  0.006
N6 -0.01 2.01 -2.16  0.077
H8 -1.99 -6.76 1.84  0.114
H9 -3.09 -2.74 3.25  0.140
H10 -2.16 -0.85 1.98  0.061
H11 -0.14 -3.63 -0.62  0.116
H12 -1.02 -5.46 0.66  0.130
H13 0.90 -1.98 -1.13  0.146
H14 2.80 -0.73 -2.41  0.175
H15 3.15 2.32 -4.19  0.169
H16 1.91 4.33 -3.63  0.152
H17 -0.27 4.13 -2.42  0.146